Record 1
The following is a DFT calculation (wB97M-V/def2-TZVPD) of C10H33N4O19V2 as an isolated structure.

Computed properties:
HOMO-LUMO gap (spin up / spin down) ... 3.82 / 5.39 eV
E_tot ... -107125.5175 eV
LUMO energy (spin up / spin down) ... -3.428 / -2.243 eV
⟨S²⟩ ... 8.79
HOMO (spin up / spin down) ... -0.2665 / -0.2806 Ha
Charge ... 0
Spin multiplicity ... 6

Atoms and positions in Å:
V1 -0.830 -0.688 3.537
V2 2.754 1.641 0.375
N1 1.266 -2.990 2.324
O1 1.909 -2.220 1.663
O2 1.482 -4.207 2.319
O3 0.185 -2.582 2.870
N2 -0.161 0.077 0.268
O4 1.057 0.318 0.063
O5 -0.893 0.036 -0.715
O6 -0.499 -0.264 1.399
N3 -2.351 1.382 4.613
O7 -2.985 2.317 5.002
O8 -1.605 0.747 5.365
O9 -2.167 1.091 3.436
N4 2.062 1.124 3.634
O10 2.550 1.122 2.519
O11 2.524 1.684 4.595
O12 1.003 0.368 3.713
C1 0.939 5.228 2.057
C2 0.406 3.871 1.502
O13 1.298 3.153 0.726
H1 1.282 6.023 1.394
H2 1.689 5.057 2.829
H3 0.162 5.656 2.691
H4 -0.503 4.011 0.918
H5 0.045 3.356 2.393
C3 -3.426 -0.898 -3.794
C4 -2.491 -2.119 -3.589
O14 -1.341 -1.601 -2.988
H6 -2.832 -0.311 -4.494
H7 -3.605 -0.245 -2.940
H8 -4.410 -1.221 -4.135
H9 -2.038 -2.654 -4.423
H10 -2.960 -2.832 -2.911
H11 -1.542 -1.269 -2.110
C5 -4.078 -0.416 0.821
C6 -3.865 -1.429 1.963
O15 -2.472 -1.734 1.993
H12 -5.099 -0.363 0.444
H13 -3.618 -0.861 -0.061
H14 -3.572 0.534 0.998
H15 -4.449 -2.349 1.981
H16 -4.141 -0.990 2.922
H17 -2.258 -2.293 1.242
C7 1.008 0.059 -4.945
O16 0.708 0.159 -3.501
H18 1.671 0.889 -5.190
H19 1.311 -0.916 -5.325
H20 0.070 0.328 -5.431
H21 -0.074 -0.330 -3.234
C8 3.014 2.608 -2.727
O17 2.519 1.611 -1.848
H22 3.114 3.580 -2.245
H23 3.959 2.326 -3.191
H24 2.393 2.641 -3.623
H25 1.987 1.077 -2.443
C9 4.916 -0.616 0.999
O18 3.870 -0.065 0.121
H26 4.599 -0.567 2.041
H27 5.208 -1.631 0.728
H28 5.894 -0.136 0.976
H29 3.670 -0.766 -0.504
C10 -0.136 -3.653 -0.722
O19 -1.255 -3.539 0.114
H30 0.780 -4.073 -0.306
H31 -0.359 -4.210 -1.631
H32 0.041 -2.613 -0.997
H33 -1.329 -4.424 0.480

---

Record 2
The following is a DFT calculation (wB97M-V/def2-TZVPD) of a 6-piece molecular cluster, C10H33NO7 overall.

Computed properties:
HOMO-LUMO gap ... 9.46 eV
E_tot ... -26723.4708 eV
LUMO energy ... 0.254 eV
HOMO ... -0.3383 Ha
Charge ... 0
Relative energy (zero: lowest compared OMol25 entry of this formula, charge and spin) ... 73.2 kcal/mol
Spin multiplicity ... 1
SMILES ... COC[C@H](C)N.OCCO.CO.CO.CO.CO

Atoms and positions in Å:
C1 -5.538 -4.621 0.446
O1 -5.359 -3.814 1.630
C2 -4.091 -3.168 1.710
C3 -3.932 -2.021 0.691
C4 -2.619 -1.169 0.803
N1 -4.965 -0.966 0.980
H1 -5.487 -4.108 -0.516
H2 -6.573 -4.931 0.584
H3 -4.802 -5.424 0.385
H4 -4.104 -2.805 2.740
H5 -3.186 -3.781 1.679
H6 -4.242 -2.478 -0.248
H7 -2.574 -0.554 -0.099
H8 -1.671 -1.707 0.762
H9 -2.626 -0.374 1.549
H10 -4.696 -0.541 1.859
H11 -5.777 -1.502 1.266
O2 5.205 0.139 0.167
C5 4.206 0.742 0.966
C6 2.926 0.003 0.840
O3 2.634 -0.231 -0.571
H12 5.318 -0.789 0.387
H13 4.483 0.703 2.022
H14 4.099 1.790 0.686
H15 2.111 0.531 1.331
H16 2.970 -1.001 1.266
H17 3.390 -0.583 -1.050
C7 2.332 4.929 1.883
O4 2.920 4.788 3.188
H18 3.116 5.140 1.154
H19 1.849 3.974 1.681
H20 1.635 5.766 1.911
H21 2.855 5.665 3.573
C8 3.140 1.256 -3.946
O5 2.551 0.129 -4.521
H22 4.157 1.332 -4.341
H23 2.734 2.199 -4.313
H24 3.192 1.160 -2.861
H25 2.775 -0.645 -4.000
C9 0.047 1.880 0.345
O6 0.803 2.253 -0.837
H26 -0.989 2.211 0.394
H27 -0.105 0.817 0.556
H28 0.658 2.200 1.191
H29 1.552 1.652 -0.907
C10 -0.283 -0.594 -2.318
O7 0.532 -1.472 -1.586
H30 -0.780 0.174 -1.717
H31 0.177 -0.001 -3.109
H32 -1.179 -1.146 -2.602
H33 1.211 -1.005 -1.080

---

Record 3
The following is a DFT calculation (wB97M-V/def2-TZVPD) of C10H33O15PPd as an isolated structure.

Computed properties:
HOMO-LUMO gap (spin up / spin down) ... 5.93 / 5.15 eV
E_tot ... -54385.3976 eV
LUMO energy (spin up / spin down) ... 4.161 / 4.161 eV
⟨S²⟩ ... 2.01
HOMO (spin up / spin down) ... -0.0648 / -0.0364 Ha
Charge ... -2
Spin multiplicity ... 3

Atoms and positions in Å:
Pd1 6.078 -26.879 19.317
O1 4.954 -25.555 18.138
H1 4.795 -26.107 17.363
P1 4.289 -29.177 19.894
O2 4.968 -30.058 20.954
O3 4.669 -27.834 20.642
O4 2.780 -29.080 19.885
O5 5.083 -28.837 18.625
C1 1.970 -29.723 16.099
C2 3.424 -29.422 15.658
O6 3.952 -28.278 16.318
O7 1.881 -30.426 17.306
H2 1.569 -30.345 15.287
H3 1.403 -28.786 16.091
H4 3.472 -29.296 14.572
H5 4.065 -30.272 15.912
H6 4.403 -28.468 17.190
H7 2.072 -29.843 18.091
C3 0.284 -26.207 19.905
C4 1.464 -26.180 18.950
O8 2.615 -25.836 19.706
O9 0.502 -27.150 20.961
H8 -0.564 -26.574 19.312
H9 0.097 -25.236 20.373
H10 1.303 -25.439 18.159
H11 1.608 -27.175 18.519
H12 3.341 -25.619 19.091
H13 -0.340 -27.232 21.416
C5 7.767 -22.617 15.384
C6 6.661 -23.122 16.257
O10 6.363 -24.481 16.048
O11 8.413 -21.427 15.843
H14 7.424 -22.507 14.349
H15 8.582 -23.344 15.431
H16 5.765 -22.503 16.133
H17 7.029 -23.008 17.285
H18 5.900 -24.803 16.873
H19 7.848 -20.662 15.704
C7 7.623 -29.168 16.239
C8 8.240 -27.975 16.997
O12 7.283 -26.957 17.324
O13 7.192 -30.199 17.104
H20 8.370 -29.627 15.582
H21 6.858 -28.814 15.538
H22 9.065 -27.574 16.389
H23 8.724 -28.304 17.918
H24 7.244 -26.437 16.508
H25 6.467 -29.815 17.669
C9 3.744 -22.640 19.468
O14 3.974 -23.076 18.126
H26 4.647 -22.746 20.078
H27 3.422 -21.600 19.500
H28 2.987 -23.334 19.843
H29 4.322 -24.015 18.162
C10 2.740 -25.166 15.206
O15 2.426 -26.501 14.847
H30 1.998 -24.523 14.732
H31 2.714 -24.997 16.287
H32 3.753 -24.894 14.891
H33 2.909 -27.082 15.474

---

Record 4
The following is a DFT calculation (wB97M-V/def2-TZVPD) of a 7-piece molecular cluster, C10H34O12 overall.

Computed properties:
HOMO-LUMO gap ... 9.94 eV
E_tot ... -35486.8962 eV
LUMO energy ... 0.283 eV
HOMO ... -0.3550 Ha
Charge ... 0
Relative energy (zero: lowest compared OMol25 entry of this formula, charge and spin) ... 53.9 kcal/mol
Spin multiplicity ... 1
SMILES ... OCCO.OCCO.OCCO.OCCO.OCCO.O.O

Atoms and positions in Å:
O1 0.564 -1.776 1.344
C1 1.175 -2.517 2.440
C2 1.485 -3.979 2.189
O2 0.257 -4.702 1.869
H1 -0.032 -1.121 1.716
H2 1.978 -1.986 2.951
H3 0.406 -2.538 3.212
H4 1.925 -4.342 3.118
H5 2.328 -3.916 1.501
H6 0.438 -5.493 1.356
O3 2.520 1.279 -0.026
C3 2.368 2.581 -0.444
C4 3.101 3.510 0.569
O4 4.513 3.436 0.557
H7 1.681 0.836 0.120
H8 2.741 2.666 -1.465
H9 1.327 2.892 -0.536
H10 2.666 3.552 1.568
H11 2.845 4.509 0.216
H12 4.916 3.861 1.318
O5 -3.535 -0.888 0.706
C5 -3.068 -1.734 -0.355
C6 -3.305 -3.184 -0.012
O6 -4.628 -3.350 0.475
H13 -4.486 -1.013 0.766
H14 -3.750 -1.350 -1.113
H15 -2.099 -1.410 -0.735
H16 -2.566 -3.542 0.706
H17 -3.220 -3.883 -0.844
H18 -4.954 -4.119 0.001
O7 -0.349 3.444 -4.958
C7 0.567 2.385 -4.885
C8 0.391 1.517 -3.580
O8 -0.847 0.809 -3.308
H19 -1.074 3.002 -4.511
H20 0.386 1.832 -5.807
H21 1.591 2.756 -4.915
H22 0.499 2.222 -2.755
H23 1.198 0.785 -3.608
H24 -0.961 0.060 -3.897
O9 -1.385 2.200 0.838
C9 -1.479 2.352 2.171
C10 -0.255 1.615 2.896
O10 -0.535 0.294 2.921
H25 -0.846 1.415 0.710
H26 -1.513 3.370 2.561
H27 -2.461 1.981 2.467
H28 0.144 2.134 3.768
H29 0.678 1.669 2.336
H30 -1.153 0.159 3.643
O11 1.443 -3.086 -0.944
H31 1.733 -2.341 -1.470
H32 1.398 -2.746 -0.051
O12 -0.268 0.166 -0.595
H33 0.094 -0.709 -0.736
H34 -0.588 0.436 -1.456

---

Record 5
The following is a DFT calculation (wB97M-V/def2-TZVPD) of C10H35HgN2O12 as an isolated structure.

Computed properties:
HOMO-LUMO gap ... 5.45 eV
E_tot ... -42650.7820 eV
LUMO energy ... -6.118 eV
HOMO ... -0.4251 Ha
Charge ... +1
Spin multiplicity ... 1

Atoms and positions in Å:
Hg1 4.737 16.462 -4.333
C1 6.469 15.749 -7.229
O1 6.211 15.658 -5.854
H1 7.393 15.233 -7.478
H2 5.616 15.294 -7.750
H3 6.307 16.731 -7.684
C2 6.753 20.452 -8.397
C3 6.739 19.892 -9.802
O2 7.965 20.158 -10.478
O3 7.210 21.799 -8.252
H4 7.260 19.721 -7.769
H5 5.715 20.439 -8.045
H6 5.835 20.094 -10.382
H7 6.717 18.801 -9.710
H8 7.692 20.421 -11.361
H9 6.751 22.293 -8.937
C4 5.638 11.656 -9.025
C5 7.008 12.045 -8.563
O4 7.050 12.298 -7.195
O5 4.823 12.778 -8.729
H10 5.257 10.902 -8.334
H11 5.625 11.422 -10.090
H12 7.408 12.844 -9.197
H13 7.761 11.253 -8.622
H14 6.633 13.161 -7.083
H15 4.600 13.310 -9.512
C6 12.396 15.013 -7.787
C7 10.935 14.730 -8.085
O6 10.125 15.294 -7.042
O7 12.960 14.121 -6.861
H16 12.534 15.997 -7.331
H17 12.991 14.994 -8.704
H18 10.545 13.724 -8.278
H19 10.479 15.038 -9.034
H20 9.192 15.130 -7.181
H21 13.906 14.284 -6.906
C8 3.588 15.548 -10.713
C9 2.974 16.044 -12.028
O8 3.970 16.498 -12.941
O9 3.797 14.094 -10.806
H22 2.914 15.661 -9.860
H23 4.437 16.103 -10.308
H24 2.455 16.977 -11.802
H25 2.303 15.243 -12.337
H26 4.358 15.667 -13.237
H27 4.311 14.105 -11.621
C10 2.559 14.066 -5.368
O10 3.160 15.144 -5.332
N1 2.741 13.256 -6.395
N2 1.717 13.698 -4.459
H28 3.567 13.455 -6.944
H29 2.353 12.328 -6.422
H30 1.631 14.366 -3.710
H31 1.362 12.757 -4.448
O11 8.281 15.174 -3.859
H32 8.819 14.378 -3.867
H33 7.648 15.048 -4.582
O12 6.663 17.295 -3.185
H34 7.401 16.747 -3.501
H35 7.027 17.807 -2.456

---

Record 6
The following is a DFT calculation (wB97M-V/def2-TZVPD) of a 8-piece molecular cluster, C10H36BrN2O7 overall.

Computed properties:
HOMO-LUMO gap ... 8.88 eV
E_tot ... -98310.4067 eV
LUMO energy ... 2.749 eV
HOMO ... -0.2251 Ha
Charge ... -1
Relative energy (zero: lowest compared OMol25 entry of this formula, charge and spin) ... 0.0 kcal/mol
Spin multiplicity ... 1

Atoms and positions in Å:
Br1 -18.784 6.786 -0.585
C1 -22.618 7.687 -3.482
C2 -21.306 7.481 -4.266
O1 -20.358 7.953 -3.321
H1 -23.044 8.680 -3.340
H2 -22.547 7.146 -2.539
H3 -23.355 7.110 -4.042
H4 -21.304 7.996 -5.227
H5 -21.140 6.409 -4.368
H6 -20.107 7.217 -2.757
C3 -14.325 3.706 -0.523
C4 -15.057 4.087 0.735
C5 -14.650 5.424 1.241
O2 -13.262 5.400 1.679
C6 -12.810 6.584 2.267
N1 -16.551 4.017 0.464
H7 -13.320 3.308 -0.385
H8 -14.230 4.553 -1.203
H9 -14.783 2.905 -1.104
H10 -14.782 3.475 1.594
H11 -15.242 5.738 2.101
H12 -14.737 6.159 0.440
H13 -11.757 6.444 2.510
H14 -13.394 6.735 3.176
H15 -12.852 7.447 1.603
H16 -16.785 3.182 -0.054
H17 -16.670 4.734 -0.236
C7 -15.592 3.448 -4.432
C8 -16.587 4.581 -4.097
C9 -17.904 4.521 -4.937
O3 -17.532 4.924 -6.296
C10 -18.659 5.148 -7.116
N2 -16.704 4.497 -2.620
H18 -14.702 3.413 -3.804
H19 -15.296 3.662 -5.459
H20 -16.043 2.457 -4.460
H21 -16.096 5.510 -4.389
H22 -18.523 5.358 -4.615
H23 -18.445 3.585 -4.795
H24 -19.468 4.430 -6.985
H25 -18.381 4.944 -8.150
H26 -18.864 6.212 -7.003
H27 -17.235 5.284 -2.276
H28 -17.061 3.592 -2.349
O4 -20.778 8.703 0.969
H29 -20.074 8.112 0.701
H30 -21.295 8.836 0.175
O5 -21.141 5.004 0.731
H31 -20.436 5.449 0.260
H32 -21.877 5.615 0.693
O6 -16.075 7.364 -2.313
H33 -15.893 6.427 -2.243
H34 -16.838 7.503 -1.752
O7 -17.163 9.764 -0.572
H35 -17.681 8.987 -0.784
H36 -16.448 9.434 -0.027

---

Record 7
The following is a DFT calculation (wB97M-V/def2-TZVPD) of a 10-piece molecular cluster, C10H36N18O12 overall.

Computed properties:
HOMO-LUMO gap ... 6.83 eV
E_tot ... -62352.3343 eV
LUMO energy ... 4.670 eV
HOMO ... -0.0793 Ha
Charge ... -2
Relative energy (zero: lowest compared OMol25 entry of this formula, charge and spin) ... 210.5 kcal/mol
Spin multiplicity ... 1

Atoms and positions in Å:
C1 3.660 14.789 -4.970
O1 3.273 14.471 -3.854
O2 2.782 15.054 -5.795
O3 4.838 14.911 -5.343
C2 3.089 18.162 -3.191
O4 2.053 17.565 -3.458
N1 4.261 17.591 -3.192
N2 3.204 19.447 -3.104
H1 4.325 16.686 -3.637
H2 5.052 18.212 -3.282
H3 4.191 19.662 -3.103
H4 2.428 19.988 -2.749
C3 0.753 12.287 -6.594
O5 0.228 12.848 -5.661
N3 1.834 12.669 -7.120
N4 0.053 11.547 -7.329
H5 2.175 13.524 -6.703
H6 2.057 12.606 -8.103
H7 -0.812 11.251 -6.900
H8 0.454 11.119 -8.151
C4 7.087 15.101 -2.698
O6 7.938 15.113 -1.800
N5 7.094 15.651 -3.883
N6 5.925 14.583 -2.436
H9 6.291 15.460 -4.465
H10 7.914 16.144 -4.207
H11 5.836 14.312 -1.467
H12 5.239 14.634 -3.175
C5 0.541 16.115 -9.364
O7 0.579 14.972 -9.790
N7 0.021 17.147 -9.932
N8 0.841 16.393 -8.151
H13 -0.497 17.001 -10.786
H14 -0.044 18.029 -9.444
H15 1.409 15.798 -7.566
H16 0.509 17.240 -7.713
C6 4.662 17.924 -7.317
O8 4.777 18.919 -8.064
N9 3.580 17.661 -6.768
N10 5.640 17.140 -7.078
H17 3.544 16.708 -6.436
H18 2.949 18.372 -6.428
H19 6.447 17.262 -7.673
H20 5.514 16.298 -6.534
C7 1.651 11.490 -2.736
O9 0.901 12.432 -2.890
N11 1.209 10.341 -2.288
N12 2.897 11.553 -3.185
H21 1.832 9.563 -2.453
H22 0.224 10.185 -2.133
H23 3.528 10.768 -3.107
H24 3.287 12.351 -3.665
C8 5.827 13.828 -8.935
O10 6.100 13.623 -10.119
N13 4.732 14.194 -8.423
N14 6.703 13.572 -7.980
H25 4.821 14.396 -7.438
H26 3.976 14.416 -9.055
H27 7.575 13.119 -8.213
H28 6.444 13.853 -7.046
C9 2.277 14.682 -0.537
O11 1.535 15.265 -1.280
N15 3.436 14.320 -1.037
N16 2.100 14.410 0.731
H29 4.251 13.998 -0.534
H30 3.451 14.318 -2.047
H31 1.230 14.433 1.243
H32 2.957 14.042 1.119
C10 5.787 11.210 -5.490
O12 6.373 10.147 -5.297
N17 6.070 12.369 -4.950
N18 4.849 11.322 -6.405
H33 5.865 13.293 -5.303
H34 6.716 12.264 -4.181
H35 4.443 12.246 -6.434
H36 4.734 10.697 -7.190

---

Record 8
The following is a DFT calculation (wB97M-V/def2-TZVPD) of C10H37N2PtSi4Te as an isolated structure.

Computed properties:
HOMO-LUMO gap (spin up / spin down) ... 5.46 / 4.84 eV
E_tot ... -55992.7145 eV
LUMO energy (spin up / spin down) ... -2.667 / -6.802 eV
⟨S²⟩ ... 6.02
HOMO (spin up / spin down) ... -0.2986 / -0.4280 Ha
Charge ... +1
Spin multiplicity ... 5

Atoms and positions in Å:
C1 2.302 -1.919 -2.757
Pt1 3.008 -0.026 -2.443
N1 3.956 1.866 -2.210
N2 4.654 -0.504 -3.706
H1 4.508 1.930 -1.347
H2 1.849 0.478 -3.483
H3 1.227 -2.022 -2.554
H4 2.863 -2.613 -2.106
H5 2.495 -2.217 -3.801
H6 5.567 -0.446 -3.244
H7 4.676 0.104 -4.532
H8 4.588 -1.452 -4.079
H9 4.563 2.154 -2.985
H10 3.216 2.572 -2.119
C2 1.249 1.590 2.997
Si1 -0.455 1.738 2.210
C3 -1.791 1.455 3.510
C4 -0.658 3.469 1.492
Si2 -0.589 0.146 0.475
Te1 0.815 1.036 -1.465
Si3 -0.301 -2.033 1.314
C5 -1.642 -2.339 2.602
C6 -0.441 -3.266 -0.099
C7 1.413 -2.124 2.085
Si4 -2.638 0.406 -0.647
C8 -4.074 0.193 0.555
C9 -2.708 2.125 -1.423
C10 -2.725 -0.883 -2.018
H11 1.371 2.403 3.729
H12 2.042 1.692 2.244
H13 1.395 0.634 3.515
H14 -1.676 2.227 4.288
H15 -2.806 1.543 3.101
H16 -1.707 0.476 3.999
H17 0.063 3.654 0.687
H18 -1.664 3.645 1.091
H19 -0.473 4.200 2.293
H20 -2.652 -2.265 2.178
H21 -1.518 -3.361 2.992
H22 -1.580 -1.646 3.451
H23 0.303 -3.073 -0.883
H24 -0.258 -4.277 0.296
H25 -1.434 -3.260 -0.565
H26 2.187 -1.853 1.353
H27 1.523 -1.462 2.953
H28 1.606 -3.159 2.410
H29 -4.071 0.946 1.353
H30 -5.008 0.308 -0.014
H31 -4.087 -0.800 1.021
H32 -1.860 2.310 -2.096
H33 -3.634 2.193 -2.015
H34 -2.722 2.924 -0.672
H35 -1.864 -0.814 -2.696
H36 -2.770 -1.908 -1.629
H37 -3.636 -0.697 -2.608

---

Q: What is the charge in the first record?
A: 0